{
  "formula": "C3H13N2O2S",
  "method": "wB97M-V/def2-TZVPD",
  "charge": -1,
  "energy_ev": -21233.54964,
  "gap_ev": 6.91,
  "species": ["N", "C", "C", "S", "C", "N", "H", "H", "H", "H", "H", "H", "H", "H", "H", "H", "H", "O", "H", "H", "O"],
  "xyz": [[1.765398, -1.249537, -0.312909], [0.305082, -1.339053, -0.134487], [-0.511735, -0.088032, -0.205118], [-0.129082, 0.701672, -1.832960], [0.007631, -2.034226, 1.238904], [0.856967, -3.213059, 1.451544], [1.868186, -1.067718, -1.307760], [2.168229, -0.486875, 0.230876], [-0.106231, -2.158975, -0.883498], [-1.578419, -0.288666, -0.075911], [-0.153793, 0.693641, 0.488228], [0.131006, -1.403229, 2.122388], [-1.080102, -2.329292, 1.143292], [1.832122, -3.013894, 1.289102], [0.590829, -3.913659, 0.773544], [-0.371298, 2.897407, -1.378824], [0.367265, 4.229255, -2.006291], [-0.174863, 3.853401, -1.319551], [-2.178946, 2.684449, 0.074424], [-1.425806, 3.989765, 0.116370], [-2.182440, 3.536623, 0.528638]],
  "forces_ev_per_angstrom": [[-0.8, -0.4, -0.3], [-0.5, -2.5, 1.3], [0.9, 1.4, -1.5], [-0.7, 0.3, -0.2], [-0.1, -0.6, -0.9], [-1.0, -0.6, 0.6], [0.4, 0.5, 0.2], [-0.3, 0.1, -0.4], [0.9, 1.8, 0.9], [0.1, 0.0, 0.1], [-0.3, -0.7, 0.4], [-0.1, 0.4, -0.2], [1.1, 0.1, 0.6], [0.0, 0.4, -0.3], [0.1, -0.1, -0.1], [0.8, -0.6, -1.0], [0.1, -0.7, -0.4], [-0.6, 1.3, 1.2], [0.0, 0.0, 0.0], [-0.2, -0.1, 0.0], [0.1, 0.0, 0.1]],
  "mulliken_charge": [-0.64, 0.15, -0.77, -0.65, -0.80, -0.69, 0.30, 0.22, 0.15, 0.32, 0.31, 0.37, 0.34, 0.30, 0.26, 0.22, 0.24, -0.65, 0.31, 0.40, -0.69]
}

=====

{
  "formula": "C13H50N14O15",
  "method": "wB97M-V/def2-TZVPD",
  "energy_ev": -65870.49263,
  "gap_ev": 9.23,
  "species": ["C", "C", "O", "O", "H", "H", "H", "H", "H", "H", "C", "C", "O", "O", "H", "H", "H", "H", "H", "H", "C", "C", "O", "O", "H", "H", "H", "H", "H", "H", "C", "O", "N", "N", "H", "H", "H", "H", "C", "O", "N", "N", "H", "H", "H", "H", "C", "O", "N", "N", "H", "H", "H", "H", "C", "O", "N", "N", "H", "H", "H", "H", "C", "O", "N", "N", "H", "H", "H", "H", "C", "O", "N", "N", "H", "H", "H", "H", "C", "O", "N", "N", "H", "H", "H", "H", "O", "H", "H", "O", "H", "H"],
  "xyz": [[-1.907113, -4.285099, 0.451121], [-2.929005, -3.344972, -0.193946], [-3.140658, -2.218089, 0.652281], [-0.593607, -3.836877, 0.168976], [-2.110954, -5.237248, -0.062773], [-2.096879, -4.315149, 1.517157], [-3.868628, -3.882126, -0.349772], [-2.651821, -2.948328, -1.177461], [-2.370868, -1.650291, 0.529560], [-0.469965, -3.743995, -0.789044], [-5.346360, 1.616089, 1.351092], [-3.976922, 1.972752, 1.903814], [-3.215969, 0.784315, 2.110696], [-6.020832, 0.709642, 2.177864], [-5.157647, 1.123299, 0.384720], [-5.930604, 2.503660, 1.112818], [-4.133840, 2.481336, 2.860132], [-3.380454, 2.644686, 1.277981], [-2.867157, 0.505114, 1.258131], [-5.636792, -0.160400, 2.030136], [0.394514, 3.203749, -1.321700], [-0.976016, 3.258448, -0.696078], [-1.340797, 4.530989, -0.231754], [0.518075, 4.018308, -2.475331], [0.699049, 2.161548, -1.493636], [1.127357, 3.579862, -0.602369], [-1.074902, 2.492088, 0.078496], [-1.743081, 2.868940, -1.393408], [-1.321074, 5.204897, -0.914502], [-0.257782, 3.898328, -3.036995], [2.802661, -2.804296, -0.398276], [2.141100, -1.954286, -1.001145], [2.860963, -4.134859, -0.738870], [3.586498, -2.452589, 0.663762], [3.307276, -4.712653, -0.053276], [2.777985, -4.428837, -1.694132], [3.563878, -1.491501, 0.950472], [4.101227, -3.090299, 1.239332], [-0.397107, 1.258375, 4.513470], [0.269604, 0.758803, 3.599193], [0.201118, 1.832618, 5.634294], [-1.773821, 1.252695, 4.588564], [1.163189, 2.099758, 5.507174], [-0.350787, 2.428507, 6.220595], [-2.183172, 1.839279, 5.288782], [-2.273567, 1.101297, 3.718517], [2.631270, 2.477391, 2.067913], [3.587152, 3.021823, 1.531524], [1.611124, 3.186959, 2.681550], [2.399228, 1.119985, 2.023885], [1.534754, 4.160568, 2.460130], [0.835299, 2.665571, 3.050761], [3.011155, 0.511063, 1.521134], [1.647699, 0.757126, 2.583512], [2.137070, -1.794517, -4.745856], [1.924724, -2.963811, -5.030123], [3.353798, -1.189130, -4.913475], [1.181587, -1.011959, -4.131951], [4.120496, -1.716348, -5.278225], [3.435067, -0.254272, -4.564411], [0.292322, -1.422426, -3.928511], [1.268330, -0.019522, -4.153540], [-0.447728, -0.572517, -0.025434], [-1.548304, 0.011057, -0.007215], [0.304647, -0.669705, -1.167124], [0.125065, -1.150643, 1.072659], [-0.144568, -0.358548, -2.009222], [1.092207, -1.295932, -1.251885], [-0.422124, -1.059597, 1.916581], [0.916006, -1.757754, 1.000091], [-1.113734, 1.775648, -5.601688], [-2.232451, 1.468525, -5.979360], [-0.212342, 2.431276, -6.414977], [-0.668908, 1.563188, -4.316727], [-0.391639, 2.569897, -7.388671], [0.702775, 2.582416, -6.035284], [0.293318, 1.620760, -4.055943], [-1.342269, 1.183150, -3.646028], [3.213914, -1.434729, 4.449484], [2.405346, -2.113108, 5.049222], [4.575787, -1.635120, 4.508570], [2.857074, -0.293958, 3.759752], [4.893810, -2.441540, 5.014590], [5.270437, -0.956676, 4.269629], [3.538498, 0.211415, 3.225102], [1.865300, -0.105667, 3.599092], [-2.446879, 0.511633, -2.367128], [-3.373137, 0.260375, -2.448978], [-2.215143, 0.337487, -1.434221], [0.287351, -3.504431, -2.521193], [0.072903, -2.979678, -3.298041], [1.157393, -3.163212, -2.234629]],
  "forces_ev_per_angstrom": [[-0.5, 0.3, -2.5], [-0.2, 0.4, 0.8], [-0.4, -0.1, -0.1], [0.4, -0.1, 0.7], [0.4, -0.3, 0.6], [0.2, -0.1, 0.1], [-0.1, 0.2, 0.3], [0.4, -0.5, -0.1], [-0.3, 0.2, 0.1], [-0.2, -0.1, 0.0], [1.0, -0.4, -1.3], [0.0, 0.1, 0.2], [-0.4, 0.3, 0.6], [-0.5, 0.2, 0.3], [-0.1, 0.1, -0.1], [-0.3, 0.0, 0.5], [0.2, -0.2, 0.2], [-0.4, 0.2, -0.2], [0.4, -0.2, -0.2], [0.1, 0.1, 0.1], [0.4, -0.1, 0.6], [-0.7, -0.8, -1.0], [-0.1, 0.2, 1.0], [-0.1, 0.1, -0.2], [-0.3, 0.0, -0.2], [0.0, 0.1, -0.1], [0.4, 0.5, 0.6], [0.3, 0.3, -0.3], [0.2, -0.3, -0.3], [0.0, -0.2, 0.0], [1.1, -0.9, 0.2], [4.0, -2.7, 0.4], [-0.1, 1.2, 0.7], [-0.6, 0.3, -0.3], [0.1, -0.5, -0.4], [-0.2, -0.1, 0.0], [-0.1, 0.0, 0.1], [0.0, -0.2, 0.0], [-0.9, 0.4, 1.6], [-1.2, 0.2, 0.4], [0.1, -0.5, -1.2], [1.6, -0.1, -0.6], [0.1, -0.1, 0.1], [0.0, 0.1, 0.1], [-0.3, 0.0, 0.0], [-0.2, -0.3, -0.2], [-0.5, 0.1, -1.2], [-0.2, -0.2, 0.3], [0.7, -0.5, 0.2], [-0.4, 2.5, -1.5], [0.0, 0.1, 0.1], [-0.1, 0.3, -0.3], [0.0, 0.4, -0.3], [-0.2, 0.7, -1.4], [0.0, -0.8, 0.3], [0.1, 0.3, 0.1], [-1.0, 0.3, 0.1], [0.9, -0.2, -0.2], [0.1, 0.0, -0.1], [0.6, 0.0, -0.1], [-0.2, 0.4, -0.5], [-0.2, 0.2, 0.0], [2.4, -0.8, -1.2], [-0.1, 0.0, 0.8], [-3.3, 2.1, 0.4], [-1.4, 1.4, -0.2], [-0.4, 0.1, 0.1], [-1.0, 0.7, 0.0], [0.4, -0.3, 0.1], [-0.2, -0.2, 0.0], [-0.3, 0.2, -0.5], [0.4, 0.1, 0.3], [0.2, -0.3, 0.9], [-0.6, -0.1, 0.0], [-0.1, -0.1, -0.1], [0.2, 0.3, -0.4], [0.1, 0.4, 0.0], [0.2, 0.0, -0.2], [-0.3, 1.6, 0.6], [0.1, -0.6, -0.3], [0.2, -0.9, -0.2], [0.7, -2.2, 1.4], [-0.1, 0.0, 0.2], [-0.1, 0.3, -0.1], [-0.1, -0.2, 0.5], [1.0, -0.9, 1.3], [-0.5, 0.0, -0.4], [0.1, 0.1, -0.2], [0.2, 0.0, 0.3], [0.3, -0.1, 0.3], [0.0, -0.6, 0.0], [-0.7, 0.0, -0.2]],
  "mulliken_charge": [-0.53, -0.41, -0.57, -0.33, 0.34, 0.36, 0.39, 0.23, 0.06, 0.34, -0.53, -0.15, -0.66, -0.57, 0.20, 0.42, 0.38, 0.16, 0.10, 0.34, 0.09, 0.29, -0.57, -0.64, -0.10, 0.20, -0.27, 0.21, 0.37, 0.42, 0.81, -0.67, -0.36, -0.37, 0.19, 0.24, 0.10, 0.18, 0.36, -0.80, -0.46, -0.36, 0.28, 0.21, 0.27, 0.23, 0.38, -0.73, -0.27, -0.20, 0.24, 0.10, 0.13, 0.86, 0.53, -0.63, -0.39, -0.16, 0.21, 0.16, 0.16, 0.01, -0.61, 0.82, 0.58, 0.38, -0.44, 0.44, 0.27, -0.21, 0.60, -0.66, -0.36, -0.02, 0.23, 0.17, 0.19, -0.01, 0.56, -0.63, -0.40, -0.06, 0.24, 0.18, 0.32, -0.18, -0.68, 0.19, -0.07, -0.74, 0.22, -0.13]
}

=====

no.,LUMO energy (Eh)
1,0.136
2,-0.003